[1]
Here is 10 unconnected molecules or ions with the total composition C56H76ClF9O35S at a distorted geometry from OMol25. Energies are from ωB97M-V with the def2-TZVPD basis set.

ORCA input file:
```
! RIJCOSX wB97M-V def2-TZVPD def2/J DEFGRID3
* xyz 0 1
C -1.71407 4.89014 3.95294
C -2.57255 5.01387 2.52291
C -2.09782 3.80607 1.52974
Cl -2.45751 2.20558 2.43814
C -2.71866 3.85871 0.00576
C -1.78932 2.77111 -0.86230
C -0.66865 3.48299 -1.82106
O 0.40030 4.20726 -1.08216
C 1.60078 4.13388 -1.97911
C 2.57259 2.83257 -1.61977
O 2.95663 2.77932 -0.19867
C 2.58785 1.41059 0.24603
C 1.31220 1.16498 1.26156
C 0.88801 -0.34706 1.74238
C 1.79831 -1.64026 1.19917
C 1.27504 -3.13194 1.74556
C 1.14593 -2.93527 3.40226
C 2.39396 -4.32231 1.53956
C -0.23377 -3.50834 1.23024
C -0.32436 -4.18430 -0.25682
C 0.75705 -3.62464 -1.35318
C -0.32393 -5.84708 -0.24781
C -1.82974 -3.76551 -0.85459
C 3.06308 -1.41240 0.18208
C 3.48482 0.12949 -0.31126
C -2.76040 5.34793 -0.67307
C -4.03510 6.28472 -0.25014
S -5.45349 5.39056 0.57869
O -5.76581 6.15236 1.92566
O -6.76866 5.56130 -0.27766
O -5.15846 3.75799 0.96864
C -4.26814 3.23610 -0.09128
C -4.90207 3.29842 -1.60474
O -6.31716 2.79901 -1.57885
C -6.35118 1.34223 -1.36794
O -7.13402 1.13500 -0.10421
C -8.52741 0.78102 -0.41741
C -9.22061 -0.03313 0.86783
O -8.66999 0.51057 2.12943
H -2.45989 4.53503 4.81471
H -1.34052 5.95974 4.29530
H -0.84915 4.09022 3.88826
H -2.46765 6.09615 2.09195
H -3.70690 4.84086 2.84786
H -0.90664 3.86551 1.47471
H -2.42782 2.02733 -1.49931
H -1.17899 2.09370 -0.09147
H -1.13057 4.13944 -2.70363
H -0.10403 2.59337 -2.38293
H 1.29099 4.09187 -3.13021
H 2.28949 5.09363 -1.88515
H 1.89807 1.86868 -1.81721
H 3.49452 2.72563 -2.33600
H 0.68539 2.07366 1.66729
H -0.03401 -0.52065 2.46217
H 0.18110 -2.34157 3.69556
H 2.07033 -2.25929 3.69823
H 1.27414 -3.96770 3.94530
H 1.92802 -5.39740 1.60472
H 3.14275 -4.24008 2.46470
H 3.04384 -4.22267 0.57160
H -0.97068 -2.57870 1.35419
H -0.65306 -4.32466 1.99373
H 1.82325 -4.15120 -1.24003
H 0.81105 -2.45632 -1.31511
H 0.36310 -3.98287 -2.42091
H -1.33895 -6.22928 -0.74671
H -0.30408 -6.31150 0.82586
H 0.53328 -6.24125 -0.96157
H -2.69424 -4.06958 -0.12794
H -1.97923 -4.13693 -1.96882
H -1.79958 -2.57499 -0.93174
H 3.69608 -2.30481 -0.23296
H 4.40674 0.25290 -1.04488
H -2.74732 5.33664 -1.86709
H -1.77983 5.93798 -0.36427
H -4.43804 6.90377 -1.17441
H -3.63044 7.07839 0.53008
H -4.13111 2.07532 0.15277
H -4.32580 2.61959 -2.39623
H -4.95926 4.36714 -2.07703
H -6.87062 0.86968 -2.30818
H -5.26577 0.85784 -1.25848
H -8.64862 0.06394 -1.33753
H -9.20848 1.74654 -0.55705
H -10.39385 0.03899 0.83100
H -8.93513 -1.17593 0.76019
H -8.97920 -0.03633 2.92213
O 4.57604 -2.67881 4.41608
C 4.61302 -1.57087 4.92497
O 3.66412 -0.60496 4.72984
C 4.00197 0.46593 5.58833
C 5.46233 0.25932 5.80366
F 5.83265 0.67993 7.03395
O 5.60826 -1.14167 5.75078
H 3.42182 0.38606 6.51377
H 3.78288 1.42878 5.11896
H 6.09842 0.72472 5.04319
O -3.14976 0.46289 -3.16370
C -3.53560 -0.57564 -3.67404
O -4.85177 -0.88593 -3.88115
C -4.86670 -2.09946 -4.60577
C -3.54331 -2.69519 -4.26602
F -3.06715 -3.43106 -5.29531
O -2.70881 -1.57135 -4.10023
H -4.97209 -1.88291 -5.67413
H -5.70082 -2.73300 -4.29231
H -3.54248 -3.29298 -3.34832
O 6.44490 2.99658 5.56417
C 7.55730 2.94624 6.06208
O 7.80309 2.57082 7.35442
C 9.20863 2.51750 7.49430
C 9.67616 3.42786 6.41062
F 10.87030 3.02337 5.92270
O 8.70575 3.26442 5.40142
H 9.54813 1.48545 7.35648
H 9.51712 2.85876 8.48615
H 9.73014 4.48216 6.70224
O 1.04490 -8.46444 1.03366
C 2.15730 -8.51478 1.53157
O 2.40309 -8.89019 2.82391
C 3.80863 -8.94352 2.96379
C 4.27616 -8.03316 1.88011
F 5.47030 -8.43765 1.39219
O 3.30575 -8.19659 0.87091
H 4.14813 -9.97557 2.82597
H 4.11712 -8.60226 3.95564
H 4.33014 -6.97885 2.17173
O 2.26476 3.85736 -5.33737
C 1.32531 4.28182 -5.98940
O 1.30951 4.35299 -7.35548
C 0.00870 4.77011 -7.71858
C -0.46511 5.46120 -6.48586
F -1.80264 5.32735 -6.34179
O 0.16689 4.75004 -5.44581
H -0.59627 3.89296 -7.97160
H 0.03829 5.43737 -8.58419
H -0.18793 6.51929 -6.42980
O -5.71561 -5.85767 -4.20053
C -6.71605 -5.47339 -4.78303
O -7.76706 -6.28243 -5.11814
C -8.76642 -5.43789 -5.65290
C -7.98057 -4.25734 -6.11165
F -8.70969 -3.12348 -6.00969
O -6.91971 -4.18781 -5.18611
H -9.48802 -5.18744 -4.86807
H -9.29676 -5.92881 -6.47335
H -7.57859 -4.35239 -7.12599
O 0.99496 -12.60616 -2.87017
C 1.84035 -11.80406 -2.50987
O 1.73789 -10.45107 -2.68427
C 2.84518 -9.87767 -2.01864
C 3.82261 -11.00260 -1.98900
F 4.59856 -10.93826 -0.88382
O 3.00525 -12.14685 -1.89167
H 2.53973 -9.55537 -1.01754
H 3.22539 -9.01063 -2.56552
H 4.45159 -11.07435 -2.88273
O 13.11299 4.38230 7.02357
C 13.90230 3.70613 6.38509
O 14.73560 2.77273 6.93811
C 15.38283 2.12672 5.86028
C 15.28794 3.14047 4.77170
F 15.19858 2.54266 3.56244
O 14.06706 3.79380 5.03533
H 14.85251 1.19856 5.62222
H 16.41839 1.88400 6.11347
H 16.10331 3.87168 4.76699
O -10.35510 8.28474 -4.47480
C -9.24270 8.23440 -3.97689
O -8.99691 7.85899 -2.68455
C -7.59137 7.80566 -2.54467
C -7.12384 8.71602 -3.62835
F -5.92970 8.31153 -4.11627
O -8.09425 8.55259 -4.63755
H -7.25187 6.77361 -2.68249
H -7.28288 8.14692 -1.55282
H -7.06986 9.77033 -3.33673
*
```

## Properties
* HOMO: -7.87 eV
* gap between HOMO and LUMO: 8.048 eV
* LUMO: 0.17 eV
* SMILES string: CC[C@@H](Cl)[C@]1(CCOCCOc2ccc(C(C)(C)CC(C)(C)C)cc2)CCS(=O)(=O)O[C@H]1COCOCCO.O=C1OC[C@@H](F)O1.O=C1OC[C@@H](F)O1.O=C1OC[C@@H](F)O1.O=C1OC[C@@H](F)O1.O=C1OC[C@@H](F)O1.O=C1OC[C@@H](F)O1.O=C1OC[C@@H](F)O1.O=C1OC[C@@H](F)O1.O=C1OC[C@@H](F)O1

Atomic partial charges in e from the Mulliken method, atoms 1 to 8: -0.8813, -0.0043, -0.4765, -0.1142, 1.6906, 0.2078, -0.2485, -0.3772

***

[2]
Here is C11H15NO2S in the gas phase at a distorted geometry from OMol25. Energies are from ωB97M-V with the def2-TZVPD basis set.

ORCA input file:
```
! RIJCOSX wB97M-V def2-TZVPD def2/J DEFGRID3
* xyz 0 1
C -2.25100 -2.44433 0.23592
C -1.96450 -2.09925 -1.09379
C -1.16823 -2.60728 1.12758
C -0.69589 -1.89684 -1.49924
C 0.11863 -2.32428 0.72792
C 0.35466 -1.81473 -0.59307
C 2.47064 0.86022 1.01360
C 1.60586 -1.35558 -1.01573
C 1.11702 0.81751 1.09381
C 0.69134 2.43228 -0.70007
C -1.13704 1.26965 0.59466
N 0.19532 1.38408 0.28061
O 3.88275 -0.20287 -1.08587
O 3.55059 -1.66391 0.86346
S 2.96726 -0.88058 -0.17889
H -3.26767 -2.63365 0.64218
H -2.75241 -2.08108 -1.91299
H -1.38754 -3.01298 2.13449
H -0.54321 -1.66428 -2.57355
H 0.89675 -2.44357 1.56114
H 2.96506 1.71092 0.46465
H 3.15386 0.38225 1.71596
H 1.75261 -1.09023 -2.10777
H 0.74505 -0.02447 1.70381
H 1.57022 1.94768 -1.20443
H -0.15528 2.52026 -1.48015
H 0.85352 3.47420 -0.27845
H -1.47266 2.16316 1.22496
H -1.69155 1.20659 -0.31700
H -1.31260 0.27846 1.21764
*
```

## Properties
* HOMO (spin up / spin down): -7.19 / -7.19 eV
* gap between HOMO and LUMO (spin up / spin down): 6.602 / 6.603 eV
* LUMO (spin up / spin down): -0.59 / -0.59 eV

Atomic partial charges in e from the Mulliken method, atoms 1 to 8: -0.5619, -0.2599, -0.4214, -0.7845, -0.4069, 1.4699, -1.2797, -1.0808